[1]
# C10H34BF4O12

8 unconnected molecules or ions with the total composition C10H34BF4O12 (the ωB97M-V functional and the def2-TZVPD basis, the OMol25 dataset).

Values from the calculation:
Kohn-Sham gap in eV: 9.38
HOMO energy in Eh: -0.2615
Energy in Ha: -1728.8391
Charge: -1
Relative energy (zero: lowest compared OMol25 entry of this formula, charge and spin) in kJ/mol: 0.0

Cartesian coordinates (Å):
H: 7.35879 -8.53098 30.84846
C: 6.26694 -6.90749 25.29788
C: 9.90999 -3.80545 21.21294
H: 12.57722 -4.97406 24.85612
H: 9.59455 -4.55746 28.61209
H: 9.92481 -2.71476 21.23841
O: 5.03943 -5.11092 26.33481
C: 13.96776 -5.54255 23.61099
H: 13.07866 -4.15371 21.81876
O: 13.38817 -4.58171 24.51062
H: 12.21450 -9.04238 25.72825
H: 11.42104 -4.18849 22.60320
H: 8.87654 -8.67906 31.63443
O: 13.45853 -4.59897 27.78426
H: 10.80913 -5.16786 20.25118
C: 8.52923 -4.37886 28.45732
H: 8.62137 -8.07466 28.60194
B: 10.97429 -6.76885 25.67417
H: 13.85366 -5.45674 27.94810
O: 10.13345 -5.78066 22.63154
H: 6.15048 -7.77787 24.64956
H: 8.85113 -9.66075 29.14393
H: 4.54789 -7.06264 26.49874
F: 11.75491 -7.39792 26.54683
H: 8.31057 -4.54119 26.29214
O: 13.87825 -4.50100 21.41624
H: 7.99720 -7.23200 26.03486
O: 10.70159 -4.21740 20.15247
O: 10.45298 -8.36150 29.31667
O: 7.11579 -7.07326 26.38825
C: 8.41055 -8.25740 30.74253
H: 6.29661 -4.00818 26.99028
H: 10.37590 -5.98697 23.54199
F: 10.98484 -5.36645 25.70318
C: 4.96644 -6.37783 25.75836
F: 11.42152 -7.09078 24.40408
H: 8.34935 -3.67146 29.26844
H: 4.40544 -4.57165 25.85910
C: 9.07447 -8.62974 29.42495
H: 6.86830 -6.19944 24.72236
O: 11.70830 -9.63705 25.17372
F: 9.70868 -7.17681 25.69426
O: 8.43676 -6.86650 31.05718
H: 7.31622 -5.88158 27.88437
H: 15.57986 -5.40501 21.99534
H: 9.90092 -3.87836 23.41389
O: 7.71143 -5.55478 28.69891
H: 13.16452 -4.64046 26.87163
H: 11.62105 -9.17114 24.34112
O: 6.91086 -3.26480 26.95273
H: 8.86100 -4.00605 20.98238
C: 14.73441 -4.87879 22.43831
H: 13.29210 -6.33200 23.28375
C: 10.34700 -4.37461 22.55097
C: 8.19442 -3.77918 27.06505
H: 10.55068 -7.65638 28.67322
H: 8.04009 -6.39006 30.31743
H: 4.18526 -6.17555 25.02428
H: 8.87242 -2.93803 26.91694
H: 14.75680 -6.00717 24.20666
H: 15.15716 -3.93873 22.80196


[2]
# C2H18NO9

8 unconnected molecules or ions with the total composition C2H18NO9 (the ωB97M-V functional and the def2-TZVPD basis, the OMol25 dataset).

Values from the calculation:
Kohn-Sham gap in eV: 8.95
HOMO energy in Eh: -0.2237
Energy in Ha: -819.0073
Charge: -1
Relative energy (zero: lowest compared OMol25 entry of this formula, charge and spin) in kJ/mol: 36.4

Cartesian coordinates (Å):
O: -0.08105 -1.58106 -0.48187
C: -2.31450 -0.81118 -0.75534
O: 1.91209 3.12402 -1.25018
H: 2.88639 0.01760 0.65572
H: 2.10372 0.29333 1.95819
O: -0.30397 -1.80944 -3.05134
O: -0.41924 0.27123 0.60467
O: -0.79418 3.15052 0.27966
H: 1.96440 2.98194 -0.31218
H: -2.46484 -1.86413 -0.50397
N: -3.26646 0.15123 -0.21627
O: 1.03556 -1.60020 2.23668
H: -2.37439 -0.91082 -1.86865
C: -0.83531 -0.62828 -0.22179
H: 0.72738 -1.54918 1.32085
H: -1.09430 2.18102 0.24504
O: 2.31116 -0.34089 -1.20841
H: -3.58756 -0.06885 0.66823
O: 2.93894 0.60387 1.44457
H: 1.55163 -0.96185 -1.45539
H: 3.06230 -0.86249 -1.36056
H: -0.20885 -1.88435 -2.06094
H: -1.64379 0.58279 2.28130
O: -1.25311 0.31801 3.09440
H: -0.55302 -0.32687 2.87013
H: 0.04729 2.86444 -0.05862
H: 1.10083 -2.53646 2.41241
H: -2.84359 1.04620 -0.33581
H: 1.87803 2.17176 -1.46509
H: 0.51842 -2.02194 -3.46544


[3]
# C6H12O

A single C6H12O molecule (the ωB97M-V functional and the def2-TZVPD basis, the OMol25 dataset).

Values from the calculation:
Kohn-Sham gap in eV: 10.37
HOMO energy in Eh: -0.3480
Energy in Ha: -311.0024
Charge: 0
Relative energy (zero: lowest compared OMol25 entry of this formula, charge and spin) in kJ/mol: 149.4

Cartesian coordinates (Å):
C: 0.91534 0.56007 -0.22786
H: 0.85499 1.28696 0.60196
O: -0.70042 1.63048 1.63382
H: 2.02633 -0.83208 0.99791
C: 2.12100 -0.32727 0.02798
H: -1.98622 -1.12504 -1.46568
H: 3.01493 0.30098 0.07946
H: -0.33748 -1.45328 -1.96521
C: -0.99564 -0.65999 -1.57405
H: -1.07652 0.09764 -2.36319
H: -2.33953 0.86734 0.60540
H: 1.01329 1.14997 -1.14701
C: -0.87196 -0.77555 1.02726
H: -0.66623 2.49522 1.19005
H: -0.10667 -1.00043 1.76695
C: -1.29637 0.64472 0.79020
H: -1.65210 -1.53386 0.97025
C: -0.45492 -0.09620 -0.25207
H: 2.27494 -1.09155 -0.73932


[4]
# C6H14I2NO

2 unconnected molecules or ions with the total composition C6H14I2NO (the ωB97M-V functional and the def2-TZVPD basis, the OMol25 dataset).

Values from the calculation:
Kohn-Sham gap in eV: 8.41
HOMO energy in Eh: -0.4744
Energy in Ha: -962.0431
Charge: +1

Cartesian coordinates (Å):
I: 1.18588 -0.96889 -2.57495
C: -0.31639 1.86468 -1.85520
H: -0.80326 1.54874 -2.88471
N: 3.28210 0.63093 -0.14025
O: -0.01192 -1.96289 0.64849
H: 0.01821 -1.46255 -0.18385
H: -1.13159 1.79447 -0.98824
I: 1.70955 3.31734 0.55666
H: -1.14352 0.46151 0.71234
H: 4.09442 1.31820 -0.16871
H: -0.34404 0.13637 2.24438
H: -2.38077 -1.47910 -0.49896
H: -2.39118 -3.07463 0.24021
C: -1.21715 -1.61745 1.32621
H: 3.23291 0.22048 0.83578
C: -2.40838 -2.00252 0.46339
H: -0.03067 3.01109 -1.96134
C: 2.02460 1.38719 -0.50733
H: -2.12124 0.16647 2.16887
H: -1.24144 -2.18613 2.26214
H: 3.54233 -0.14427 -0.78853
C: 1.01697 0.93320 -1.50363
C: -1.21351 -0.12840 1.63321
H: -3.35192 -1.76385 0.96401


[5]
# C2H8GaOSr

A molecular structure, C2H8GaOSr (the ωB97M-V functional and the def2-TZVPD basis, the OMol25 dataset).

Values from the calculation:
Kohn-Sham gap in eV: 5.55
HOMO energy in Eh: -0.4320
Energy in Ha: -2111.3687
Charge: +1

Cartesian coordinates (Å):
H: -1.00620 -1.46456 -0.23625
H: -0.48008 0.01472 2.69595
H: 1.64384 -0.74365 1.22073
Sr: 1.05825 -2.27546 2.95994
H: -0.18374 -0.64888 -2.40397
C: -0.04736 0.04429 -1.56988
O: -0.41228 1.37254 -1.91275
C: -0.86498 -0.36654 -0.29359
Ga: 0.31625 0.21162 1.30230
H: 1.02570 0.05645 -1.30084
H: -0.01262 1.92036 -1.24289
H: 0.78829 1.72140 1.04130
H: -1.82508 0.15771 -0.26004


[6]
# C4H13NO3

3 unconnected molecules or ions with the total composition C4H13NO3 (the ωB97M-V functional and the def2-TZVPD basis, the OMol25 dataset).

Values from the calculation:
Kohn-Sham gap in eV: 10.09
HOMO energy in Eh: -0.3532
Energy in Ha: -440.5997
Charge: 0
Relative energy (zero: lowest compared OMol25 entry of this formula, charge and spin) in kJ/mol: 303.1

Cartesian coordinates (Å):
H: -1.36708 -1.55990 0.95669
C: 1.68271 1.65046 2.06112
C: 0.22281 -2.31098 0.05797
H: 2.10941 0.37225 0.37484
H: -1.90644 -1.60859 -3.18692
H: 0.75664 -2.82500 0.77493
H: 1.13850 -1.28609 2.19826
H: 0.54518 1.27094 0.48293
H: -0.46686 -2.97979 -0.44357
C: 0.38099 -0.55411 1.72197
O: 2.75542 2.19562 1.85058
O: -1.37644 -0.89787 -2.76507
H: -1.35570 -1.12191 -1.77203
H: -3.54551 1.12636 -2.33288
H: 1.02088 -1.95385 -0.70110
H: -2.19187 0.66677 -3.08909
H: 1.14248 2.17109 2.92926
C: 1.27790 0.68185 1.11613
N: -0.45982 -1.09657 0.63269
H: -0.17848 -0.13447 2.55800
O: -3.11259 1.04411 -3.20067


[7]
# C15H20N6

A single C15H20N6 molecule (the ωB97M-V functional and the def2-TZVPD basis, the OMol25 dataset).

Values from the calculation:
Kohn-Sham gap in eV: 8.58
HOMO energy in Eh: -0.2994
Energy in Ha: -912.1122
Charge: 0
Relative energy (zero: lowest compared OMol25 entry of this formula, charge and spin) in kJ/mol: 0.0

Cartesian coordinates (Å):
N: -3.88416 -1.35278 -2.21955
H: -2.22473 2.19034 -2.24500
H: -0.35584 4.10486 1.41584
C: 0.89375 2.75294 0.19815
H: -0.71892 2.35984 1.60979
C: 1.98772 -3.37454 2.00745
H: 2.75873 0.00912 -0.98798
H: 1.57485 3.58295 -0.03462
C: 1.27087 -4.51171 2.40287
H: 1.42425 0.86042 -1.79171
H: -2.49859 -1.88851 -0.76661
H: 2.95122 1.75184 -1.42846
H: 1.74901 -5.30756 2.96169
N: 0.85803 0.27420 0.73538
H: 3.45413 2.41969 0.98057
C: 1.69594 1.39622 0.30297
C: -0.18872 -0.31073 0.02440
H: -1.55685 -3.83597 0.92882
C: -2.67044 1.19040 -2.21367
H: 3.53156 0.65477 1.19486
H: 0.21902 2.74595 -0.66984
H: -0.81286 1.48330 -0.52660
C: -2.17245 0.16352 -1.40195
H: 1.40140 -0.47613 1.22010
C: -4.26147 -0.39984 -3.09711
C: -0.52120 -3.67636 1.24212
N: -0.00960 -4.66857 1.99862
C: -3.69819 0.86061 -3.11108
N: -0.48967 -1.55845 0.14202
H: -4.05703 1.60133 -3.75906
H: 2.57759 1.58395 2.27500
C: -2.82252 -1.10207 -1.41222
N: 1.49004 -2.34942 1.30278
H: 0.77680 3.10006 2.32869
C: 2.23520 0.98241 -1.06172
H: -5.04264 -0.51595 -3.87714
C: 0.17925 -2.50138 0.92231
C: 2.88939 1.52268 1.25231
N: -1.06192 0.49697 -0.60944
C: 0.09475 3.09177 1.47326
H: 3.03435 -3.35015 2.29375


[8]
# C7H13I2N2

A gas-phase ion, C7H13I2N2 (charge +1) (the ωB97M-V functional and the def2-TZVPD basis, the OMol25 dataset).

Values from the calculation:
Kohn-Sham gap (spin up / spin down) in eV: 6.50 / 6.50
HOMO energy (spin up / spin down) in Eh: -0.4488 / -0.4488
Energy in Ha: -979.0570
Charge: +1
Relative energy (zero: lowest compared OMol25 entry of this formula, charge and spin) in kJ/mol: 233.0

Cartesian coordinates (Å):
C: -0.78233 1.76344 -1.11919
C: 1.31472 2.11632 0.26840
H: 2.08390 -1.12950 -0.60855
C: 0.12210 -0.37648 -0.50089
H: -0.35591 -1.35398 1.50744
H: 1.32332 1.86379 2.36978
H: -2.43185 -1.48404 0.21396
I: 3.21357 3.06519 0.13151
H: 0.36340 -2.34888 0.16885
N: -0.89399 0.43358 -0.99421
C: -0.28382 -1.53539 0.39670
N: 0.47245 2.27962 -0.77880
H: -1.75208 -0.07013 -0.99740
H: -1.59321 -2.22745 -1.28426
I: -2.47775 3.03184 0.42345
C: -1.56656 -2.14198 -0.11175
H: -1.60992 -3.20056 0.35810
H: 1.65359 0.41490 1.44631
H: 0.02888 0.96938 1.65746
C: 1.37489 -0.37412 -0.84794
C: 1.05877 1.35504 1.51955
H: 0.84562 3.05553 -1.43944
H: 1.82980 0.18639 -1.64844
H: -1.22867 2.26670 -2.03776


[9]
# C3H10S2

2 unconnected molecules or ions with the total composition C3H10S2 (the ωB97M-V functional and the def2-TZVPD basis, the OMol25 dataset).

Values from the calculation:
Kohn-Sham gap in eV: 9.49
HOMO energy in Eh: -0.3169
Energy in Ha: -916.6424
Charge: 0
Relative energy (zero: lowest compared OMol25 entry of this formula, charge and spin) in kJ/mol: 56.5

Cartesian coordinates (Å):
S: 2.79998 -0.13623 0.53642
C: -1.20983 -0.86262 0.36121
S: -1.79429 0.46815 1.48658
H: 1.72922 -1.92595 -0.83125
H: -2.08974 2.70033 0.89955
H: -2.05375 -1.32728 -0.13083
H: -0.69102 -0.27139 -0.35861
H: -0.64339 -1.63258 0.86863
C: 2.23435 -0.96919 -0.94371
H: 3.11995 -1.07221 -1.56910
H: -2.33513 1.70887 -0.49841
H: -0.65190 2.09998 0.05270
H: 1.69146 -0.28899 1.27287
C: -1.66398 1.85526 0.35071
H: 1.55807 -0.34613 -1.49676


[10]
# C10H8Cl6N2O2Ti

A molecular structure, C10H8Cl6N2O2Ti (the ωB97M-V functional and the def2-TZVPD basis, the OMol25 dataset).

Values from the calculation:
Kohn-Sham gap in eV: 5.92
HOMO energy in Eh: -0.5345
Energy in Ha: -4255.9279
Charge: +2

Cartesian coordinates (Å):
Cl: 1.16841 -4.89272 -3.65763
H: -3.05103 5.32874 -0.56230
N: -1.05255 1.74303 -0.16731
C: 2.69039 -1.70479 -1.76050
C: 0.14864 -2.98543 -2.07745
C: 2.54909 -2.86620 -2.53987
H: -3.96640 3.64519 -2.36879
Ti: -0.10257 0.11423 0.44763
C: 0.14428 -0.18554 3.57345
Cl: 4.17449 -0.90492 -1.52258
H: -1.61686 5.59879 -1.60212
H: -1.40866 5.00748 0.06329
C: 1.30168 -3.49297 -2.69753
C: 0.31295 -1.84280 -1.32743
O: -0.67609 -1.16623 -0.61988
Cl: -1.38533 -3.71176 -2.21552
Cl: 0.93998 1.08702 2.60021
O: 1.44846 -0.10056 -0.35660
H: 0.90939 -0.79167 4.04424
Cl: -0.77268 -1.22938 2.42350
H: -2.49946 3.93676 -3.35847
N: -2.14884 3.59485 -1.32169
C: -1.57919 2.63263 -0.72272
C: -2.04956 4.98861 -0.81301
C: 1.54369 -1.22354 -1.17459
H: -0.56078 0.27098 4.25747
Cl: 3.92856 -3.50471 -3.30496
C: -2.93913 3.34534 -2.55914
H: -2.89121 2.28933 -2.80850


[11]
# CH3Br

2 unconnected molecules or ions with the total composition CH3Br (the ωB97M-V functional and the def2-TZVPD basis, the OMol25 dataset).

Values from the calculation:
Kohn-Sham gap (spin up / spin down) in eV: 10.37 / 8.10
HOMO energy (spin up / spin down) in Eh: -0.3847 / -0.3061
Energy in Ha: -2613.7275
Charge: 0
Relative energy (zero: lowest compared OMol25 entry of this formula, charge and spin) in kJ/mol: 445.9

Cartesian coordinates (Å):
H: -0.66474 -1.99400 0.40126
C: 0.07029 0.59627 -0.09064
H: -0.46872 0.83615 -1.04931
H: -0.64270 0.68151 0.71371
Br: 1.70586 -0.11993 0.02498


[12]
# C10H10N2

2 unconnected molecules or ions with the total composition C10H10N2 (the ωB97M-V functional and the def2-TZVPD basis, the OMol25 dataset).

Values from the calculation:
Kohn-Sham gap in eV: 10.39
HOMO energy in Eh: -0.3480
Energy in Ha: -496.5239
Charge: 0
Relative energy (zero: lowest compared OMol25 entry of this formula, charge and spin) in kJ/mol: 192.3

Cartesian coordinates (Å):
H: 3.61117 -2.93889 3.91205
C: 3.96988 -3.30906 1.84369
H: 0.18347 -2.69500 1.44228
C: 3.18201 -2.96065 2.90162
H: -2.81292 2.25424 0.57081
C: -2.27949 3.69786 -2.97015
C: -3.43722 2.10890 -1.56282
C: 1.27469 -2.81470 1.46474
H: 5.03258 -3.52495 2.01589
C: -1.68693 4.21809 -1.82853
N: -1.87921 3.69820 -0.58374
H: -3.68589 2.27500 -3.73687
H: 3.79170 -4.06406 -0.24441
H: -2.12793 4.21925 -3.92449
H: -4.20232 1.32741 -1.46530
N: 1.95544 -3.35024 0.38985
H: -1.25977 5.22683 -1.90314
C: 3.28040 -3.55132 0.58100
C: 1.81620 -2.67905 2.76586
C: -3.13951 2.62885 -2.85264
C: -2.76097 2.67735 -0.44106
H: 1.17462 -2.44406 3.62536


What is the formula in the third record?
C6H12O